Molecular formula: C40H44BrKN4O10P2S4
Method: DFT, ωB97M-V with the def2-TZVPD basis set

## Properties
* total charge: -2
* highest occupied orbital energy: -0.086 hartree
* Kohn-Sham gap: 5.9 eV
* M: 1050.03 g/mol
* DFT total energy: -216928.167 eV
* energy relative to the best compared isomer or geometry (same formula, charge and spin): 156.20 kJ/mol

Geometry (Å):
K: -1.4523 1.3093 1.3971
O: -2.9802 0.2573 -0.2830
S: -4.1243 0.8520 -1.0104
C: -3.8372 2.6507 -1.2268
C: -2.8992 3.0825 -2.3480
C: -2.4127 4.5402 -2.2572
C: -1.6528 4.9989 -1.0137
S: -0.1940 4.0235 -0.5607
O: -0.6858 2.6299 -0.5457
C: 0.6992 4.1853 -2.1211
C: 0.8241 3.0743 -2.9381
C: 1.5400 3.1765 -4.1239
C: 2.1268 4.3816 -4.4841
C: 2.0094 5.4881 -3.6505
C: 1.3030 5.3892 -2.4614
C: -3.8983 0.3180 -2.7134
C: -4.8977 0.5122 -3.6558
C: -4.6949 0.0861 -4.9600
C: -3.5035 -0.5399 -5.3077
C: -2.5192 -0.7453 -4.3503
C: -2.7147 -0.3207 -3.0431
H: -3.5020 2.9370 -0.2213
H: -4.8400 3.0708 -1.3487
H: -3.4250 2.9857 -3.3030
H: -2.0446 2.4105 -2.3862
H: -3.2826 5.2011 -2.3431
H: -1.7912 4.7326 -3.1380
H: -2.2737 5.0019 -0.1097
H: -1.2953 6.0249 -1.1461
H: 0.3757 2.1414 -2.6182
H: 1.6433 2.3073 -4.7620
H: 2.6878 4.4578 -5.4077
H: 2.4772 6.4264 -3.9234
H: 1.2247 6.2413 -1.7951
H: -5.8255 0.9958 -3.3701
H: -5.4687 0.2356 -5.7032
H: -3.3483 -0.8788 -6.3247
H: -1.5942 -1.2415 -4.6166
H: -1.9739 -0.4782 -2.2665
S: 0.5704 -1.2555 2.1210
C: 2.0373 -1.3854 1.4589
N: 3.0951 -2.0409 2.0695
C: 4.4391 -1.6556 1.7106
C: 4.5819 -1.7857 0.2227
N: 3.5786 -0.9631 -0.4297
C: 3.9309 -0.5443 -1.7771
C: 4.0381 -1.7093 -2.7330
C: 2.9679 -2.5919 -2.8824
C: 3.0680 -3.6696 -3.7476
C: 4.2326 -3.8803 -4.4768
C: 5.3012 -3.0099 -4.3302
C: 5.2028 -1.9338 -3.4564
C: 2.2997 -0.8750 0.0331
S: 1.1035 -0.1732 -0.8515
C: 2.9658 -2.5575 3.4263
C: 3.6007 -3.9214 3.5428
C: 3.0184 -5.0068 2.8887
C: 3.6071 -6.2585 2.9742
C: 4.7775 -6.4438 3.7030
C: 5.3593 -5.3680 4.3560
C: 4.7685 -4.1120 4.2731
H: 5.1409 -2.3317 2.2004
H: 4.6649 -0.6294 2.0360
H: 4.4718 -2.8361 -0.0694
H: 5.5663 -1.4447 -0.1058
H: 4.8910 -0.0218 -1.7301
H: 3.1654 0.1555 -2.1082
H: 2.0622 -2.4280 -2.3110
H: 2.2331 -4.3515 -3.8479
H: 4.3065 -4.7246 -5.1512
H: 6.2170 -3.1721 -4.8859
H: 6.0429 -1.2586 -3.3318
H: 1.9061 -2.6014 3.6669
H: 3.4379 -1.8658 4.1380
H: 2.0925 -4.8565 2.3356
H: 3.1428 -7.0988 2.4725
H: 5.2307 -7.4265 3.7646
H: 6.2710 -5.5014 4.9268
H: 5.2168 -3.2658 4.7847
O: -3.2052 4.4883 4.0490
P: -2.9785 4.2594 2.4769
O: -3.6634 5.3167 1.6836
O: -3.2308 2.8354 2.0847
O: -1.3399 4.5372 2.3634
P: -0.1877 3.7531 3.2373
O: 0.9900 4.8826 3.2567
O: -0.7323 3.6108 4.6273
O: 0.3794 2.6017 2.4876
H: -2.4224 4.0912 4.5102
H: 0.7355 5.5612 3.8906
N: -7.3662 -2.0627 3.8349
C: -6.4499 -1.8523 2.8255
O: -6.8024 -1.7581 1.6675
C: -5.0332 -1.7650 3.2761
C: -4.5569 -2.4554 4.3868
C: -3.2353 -2.2994 4.7525
C: -2.4401 -1.4409 4.0044
N: -2.8851 -0.7734 2.9465
C: -4.1485 -0.9477 2.5803
H: -8.3292 -1.9550 3.5655
H: -7.1141 -1.8071 4.7732
H: -5.2044 -3.1314 4.9333
H: -2.8105 -2.8396 5.5870
H: -1.3962 -1.2978 4.2578
H: -4.4828 -0.3982 1.7094
Br: -0.4734 -4.2738 1.7939

Molecular formula: C5H6N2O
Method: DFT, ωB97M-V with the def2-TZVPD basis set

## Properties
* highest occupied orbital energy: -0.341 hartree
* Kohn-Sham gap: 10.2 eV
* M: 110.12 g/mol
* SMILES: C1=C\O/C=N\N=C/C/1
* DFT total energy: -10306.550 eV
* energy relative to the best compared isomer or geometry (same formula, charge and spin): 294.62 kJ/mol

Geometry (Å):
C: 0.8487 -0.6027 -0.7976
C: 1.2128 0.6469 0.0057
C: 0.3137 1.4701 0.5882
C: -1.1054 -0.1707 1.3897
C: -0.6464 -0.7766 -1.2451
H: 1.4405 -0.4839 -1.7152
H: 1.2622 -1.5025 -0.3902
H: 2.2780 0.8544 0.1095
H: 0.5490 2.5452 0.7690
H: -1.0592 -0.1287 2.4891
H: -0.8604 -0.6363 -2.3435
N: -1.5559 -1.2083 0.8046
N: -1.6786 -1.1508 -0.6001
O: -0.9990 1.1438 0.9359

Molecular formula: C29H25Cl2IrN7O2S
Method: DFT, ωB97M-V with the def2-TZVPD basis set

## Properties
* total charge: +2
* highest occupied orbital energy (alpha / beta): -0.505 / -0.505 hartree
* multiplicity: 2
* Kohn-Sham gap (alpha / beta): 6.0 / 5.2 eV
* M: 798.76 g/mol
* <S²>: 0.801
* DFT total energy: -83710.015 eV
* energy relative to the best compared isomer or geometry (same formula, charge and spin): 143.37 kJ/mol

Geometry (Å):
Ir: 0.7459 -1.0141 1.0400
C: -1.6004 -1.0893 -4.0769
C: -2.6198 -1.2438 -3.1436
C: -2.3169 -1.5611 -1.8339
C: -0.9753 -1.7083 -1.4485
C: 0.0496 -1.5217 -2.3821
C: -0.2702 -1.2347 -3.6943
N: -0.6318 -1.9727 -0.1189
C: -1.2122 -3.0013 0.5860
C: -2.1496 -3.9213 0.0750
C: -2.6488 -4.9205 0.8863
C: -2.2210 -5.0727 2.2059
C: -1.2448 -4.2345 2.7218
C: -0.7488 -3.2277 1.9146
N: 0.2933 -2.3741 2.3099
N: 0.8473 -2.4472 3.4308
C: 1.8660 -1.5033 3.5854
C: 2.6519 -1.5314 4.7215
C: 3.7027 -0.6286 4.8134
C: 3.9283 0.2588 3.7743
C: 3.0931 0.2399 2.6660
N: 2.0715 -0.6115 2.5781
H: -1.8430 -0.8495 -5.1032
H: -3.6517 -1.1120 -3.4391
H: -3.1065 -1.6469 -1.0987
H: 1.0811 -1.6477 -2.0817
H: 0.5198 -1.1240 -4.4246
H: -2.4526 -3.8658 -0.9583
H: -3.3722 -5.6147 0.4809
H: -2.6234 -5.8691 2.8159
H: -0.8550 -4.3685 3.7210
H: 2.4433 -2.2585 5.4928
H: 4.3440 -0.6290 5.6841
H: 4.7442 0.9663 3.8081
H: 3.2324 0.9018 1.8229
S: -0.8315 4.1365 -3.4402
C: -0.3585 2.8764 -2.2881
C: 0.9644 2.4770 -2.1810
C: 1.3124 1.4761 -1.2884
N: 0.4256 0.8587 -0.4948
C: -0.8581 1.2437 -0.6227
C: -1.2921 2.2206 -1.4863
C: -1.5717 5.2775 -2.2784
C: -0.7694 6.1496 -1.5586
C: -1.3867 7.0116 -0.6619
N: -2.7004 7.0454 -0.4658
C: -3.4595 6.2251 -1.1817
C: -2.9464 5.3202 -2.1040
H: 1.7322 2.9398 -2.7854
H: 2.3378 1.1684 -1.2018
H: -1.5981 0.7016 -0.0491
H: -2.3442 2.4628 -1.5432
H: 0.3035 6.1671 -1.6944
H: -0.7943 7.7088 -0.0809
H: -4.5290 6.2911 -1.0188
H: -3.6050 4.6839 -2.6797
N: -0.6156 0.2667 2.0945
H: -0.4601 0.2135 3.1004
H: -1.6045 0.0706 1.9543
H: -0.4691 1.2387 1.8294
Cl: 5.3910 -1.4197 -1.7103
C: 4.1998 -2.4422 -0.9334
Cl: 3.4418 -3.5659 -2.0793
C: 3.0910 -1.6155 -0.2818
O: 2.1832 -2.3068 0.3296
O: 3.0387 -0.4016 -0.3512
H: 4.7026 -3.0410 -0.1780

Molecular formula: C15H35FN5O5
Method: DFT, ωB97M-V with the def2-TZVPD basis set

## Properties
* total charge: -1
* highest occupied orbital energy: -0.248 hartree
* Kohn-Sham gap: 9.5 eV
* M: 384.47 g/mol
* DFT total energy: -36532.178 eV
* energy relative to the best compared isomer or geometry (same formula, charge and spin): 252.48 kJ/mol

Geometry (Å):
F: -19.4279 10.1349 -12.5600
C: -16.6368 8.3722 -13.2740
C: -16.9439 7.5171 -12.1476
O: -16.2090 6.7175 -11.6326
N: -18.1232 7.6827 -11.6796
C: -18.6344 7.0371 -10.4650
H: -15.6702 8.8138 -13.0314
H: -17.3390 9.2039 -13.3313
H: -16.5815 7.7264 -14.1504
H: -18.6165 8.4855 -12.0433
H: -18.6297 7.8342 -9.7216
H: -18.0842 6.1847 -10.0663
H: -19.5842 6.6402 -10.8235
C: -23.4163 11.8436 -11.2637
C: -23.3890 10.3733 -10.9112
O: -24.4582 9.7279 -10.7479
N: -22.1718 9.7774 -10.9752
C: -21.7881 8.4289 -10.4153
H: -22.5234 12.4678 -11.2304
H: -24.0482 12.3011 -10.5025
H: -23.8767 11.9496 -12.2460
H: -21.3427 10.2618 -11.2882
H: -22.5013 8.0715 -9.6725
H: -20.7546 8.6241 -10.1293
H: -21.7366 7.7019 -11.2258
C: -22.0329 11.9512 -15.3761
C: -21.6532 13.0191 -14.3800
O: -22.1893 14.1379 -14.4715
N: -20.6294 12.7504 -13.5007
C: -20.1109 13.7705 -12.5357
H: -21.1608 11.6812 -15.9716
H: -22.7738 12.3210 -16.0848
H: -22.4716 11.1326 -14.8056
H: -20.3320 11.7894 -13.4100
H: -19.7532 14.6465 -13.0769
H: -19.2682 13.2492 -12.0817
H: -20.9013 14.0193 -11.8276
C: -16.1963 11.5714 -11.3606
C: -17.1580 11.6174 -10.1781
O: -16.6187 11.9948 -9.1544
N: -18.4777 11.4688 -10.2430
C: -19.3655 11.4900 -9.1345
H: -15.4965 12.3996 -11.4728
H: -16.8709 11.3855 -12.1963
H: -15.6287 10.6409 -11.3595
H: -18.7802 11.1552 -11.1542
H: -20.4276 11.4035 -9.3637
H: -19.1384 12.2465 -8.3833
H: -19.0063 10.5290 -8.7662
C: -20.3518 8.7286 -15.4942
C: -19.1762 9.4229 -16.0772
O: -18.7789 9.1548 -17.2343
N: -18.5434 10.2766 -15.2896
C: -17.5187 11.1120 -15.8374
H: -20.1565 7.9044 -14.8081
H: -20.8823 8.2891 -16.3388
H: -20.9636 9.4931 -15.0152
H: -18.7823 10.2750 -14.3083
H: -17.4355 11.0053 -16.9190
H: -16.6607 11.0245 -15.1709
H: -17.9153 12.1046 -15.6240

Molecular formula: C3H8ClNOS
Method: DFT, ωB97M-V with the def2-TZVPD basis set

## Properties
* highest occupied orbital energy: -0.356 hartree
* Kohn-Sham gap: 9.5 eV
* M: 141.62 g/mol
* DFT total energy: -30133.164 eV
* energy relative to the best compared isomer or geometry (same formula, charge and spin): 153.46 kJ/mol

Geometry (Å):
C: -0.8999 0.7205 -0.0128
C: 1.3971 0.3662 0.9415
C: -0.0795 0.2486 0.9528
N: -2.2035 -2.6081 -0.5576
O: -0.6538 -1.7671 -2.2771
S: -1.8529 -1.5294 -1.5182
Cl: 1.6153 3.1313 -1.1469
H: -0.3979 1.1534 -0.9106
H: 2.2851 2.7411 -0.0690
H: -1.9464 0.4424 0.2439
H: 1.6829 0.7276 0.0216
H: 1.6165 -0.7067 0.9062
H: 1.7170 0.9914 1.8190
H: -0.5144 -0.5576 1.7038
H: -1.7656 -3.3536 -0.0965

Molecular formula: C9H11F3NOS
Method: DFT, ωB97M-V with the def2-TZVPD basis set

## Properties
* total charge: +1
* highest occupied orbital energy: -0.465 hartree
* Kohn-Sham gap: 8.2 eV
* M: 238.25 g/mol
* DFT total energy: -32027.505 eV
* energy relative to the best compared isomer or geometry (same formula, charge and spin): 44.46 kJ/mol

Geometry (Å):
C: 1.5284 0.6741 3.8546
C: 2.3536 0.0215 2.9709
C: 0.2047 1.0115 3.6809
C: 1.8682 -0.2282 1.7158
C: -0.3010 0.7332 2.4114
C: 0.5335 0.1281 1.4966
C: -0.2478 1.3033 -4.0872
C: -1.1641 -0.6959 -3.2823
C: -0.8604 -1.7571 0.1161
N: -0.8501 0.7349 -3.1457
O: -0.8560 1.1655 -0.5458
F: -1.2468 -1.8366 1.3785
F: -1.9470 -2.0017 -0.7375
F: 0.0260 -2.6717 -0.1582
S: 0.0457 -0.0026 -0.2820
H: 1.8754 1.1410 4.7567
H: 3.2754 -0.4746 3.1509
H: -0.3110 1.4741 4.5021
H: 2.4490 -0.8137 1.0575
H: -1.3112 1.1072 2.2010
H: -0.0893 0.8400 -5.0297
H: -1.2026 1.0959 -2.2484
H: -0.0374 2.3432 -3.9923
H: -0.9097 -1.1020 -4.2297
H: -0.6277 -1.2766 -2.4343
H: -2.1979 -0.9130 -3.1199

> Which of these has the lowest M?

C5H6N2O

> Look up the M of the fifth one.

141.62 g/mol

> Which value of energy relative to the best compared isomer or geometry (same formula, charge and spin) does entry 3 give?

143.37 kJ/mol